The following is a quantum chemistry calculation of 2 unconnected molecules or ions with the total composition C4H11NS at a distorted geometry, from OMol25.

XYZ file:
```
17
Properties=species:S:1:pos:R:3:lowdin_charge:R:1
S -0.264 1.711 -2.024 0.69
N 2.239 -2.020 2.179 -0.11
C 0.922 -1.955 1.542 -0.14
C 2.392 -2.587 3.298 -0.10
C -1.781 0.659 -1.861 -0.39
C -0.960 3.346 -2.240 -0.46
H -1.661 -0.082 -2.654 0.01
H 3.204 -3.314 3.413 0.06
H -0.282 4.125 -1.975 0.02
H -1.834 0.070 -0.934 0.03
H 1.685 -2.405 4.152 0.08
H 0.477 -0.992 1.872 0.08
H -1.194 3.399 -3.313 0.03
H 0.352 -2.824 1.874 0.07
H -2.556 1.367 -2.188 0.03
H 1.121 -1.971 0.481 0.06
H -1.861 3.472 -1.623 0.04
```

Output
Kohn-Sham gap   9.20 eV
Lowest unoccupied orbital energy   0.8250 eV
E_HOMO   -8.379 eV
Structure (SMILES)   C=NC.CSC

The following is a quantum chemistry calculation of a molecular structure, C62H46GeN4OOs at a distorted geometry, from OMol25.

XYZ file:
```
115
Properties=species:S:1:pos:R:3:lowdin_charge:R:1
Os 0.259 -0.756 1.528 1.69
Ge -1.081 0.299 -2.589 1.04
O -1.103 0.187 -0.688 -0.41
N 0.738 0.878 2.661 -0.07
N -0.099 -2.547 0.649 -0.07
N 2.141 -0.775 0.824 -0.10
N -1.361 -1.020 2.698 -0.09
C -2.536 2.842 -2.466 -0.12
C 0.581 2.875 -6.141 -0.07
C -1.392 1.184 6.759 -0.02
C -2.735 -1.054 4.522 0.03
C 1.132 1.673 -4.115 -0.17
C 4.455 2.780 0.267 -0.02
C -1.859 1.940 7.821 -0.07
C 6.013 4.314 1.259 -0.07
C -2.271 -2.029 2.556 -0.25
C 3.153 -4.110 -3.862 -0.06
C 1.932 3.205 -6.324 -0.07
C 2.760 -1.809 0.150 -0.25
C 0.772 0.885 -2.996 -0.18
C -2.624 3.073 7.592 -0.07
C 5.553 3.964 2.519 -0.06
C -0.035 1.450 3.646 -0.22
C 1.754 0.354 -2.199 -0.10
C 2.481 -3.409 -2.876 -0.03
C 2.785 -3.619 -1.533 -0.21
C -4.655 2.088 -4.075 -0.08
C -4.107 -4.660 0.806 -0.03
C -5.422 -4.999 0.543 -0.06
C 3.977 2.429 1.532 -0.19
C -1.353 -1.559 -3.264 -0.15
C 2.059 -2.858 -0.496 -0.04
C -6.427 -4.049 0.614 -0.07
C -1.299 -4.112 -0.507 0.03
C -1.665 -0.389 3.892 -0.23
C -3.625 1.197 -3.825 -0.11
C 3.111 0.586 -2.451 -0.07
C 2.508 1.964 -4.333 -0.16
C -4.632 3.351 -3.510 -0.07
C 3.775 -4.537 -1.195 -0.03
C -3.766 -3.348 1.140 -0.18
C 2.874 2.762 -5.437 -0.03
C -1.671 1.567 5.452 -0.22
C -4.798 -2.401 1.219 -0.04
C 2.902 1.441 1.662 -0.03
C 4.545 3.030 2.657 -0.04
C -6.107 -2.745 0.959 -0.06
C 0.715 -3.141 -0.289 -0.22
C -2.566 1.561 -3.003 -0.31
C 4.440 -5.240 -2.186 -0.06
C -2.917 3.451 6.290 -0.07
C -2.405 -2.875 1.401 -0.05
C -1.333 -3.151 0.554 -0.21
C -3.566 3.731 -2.711 -0.07
C -2.367 0.353 -0.071 -0.19
C -1.099 0.838 4.299 -0.05
C 3.481 1.398 -3.486 -0.02
C -3.117 -2.082 3.680 0.00
C 5.461 3.718 0.136 -0.06
C 4.130 -5.030 -3.519 -0.07
C 3.110 0.168 1.055 -0.23
C 0.491 2.736 3.977 0.04
C 0.191 2.144 -5.053 -0.04
C 4.357 -0.296 0.594 0.00
C -0.033 -4.131 -1.001 0.02
C 1.579 2.941 3.188 0.03
C 4.133 -1.531 0.014 0.01
C 1.776 1.748 2.421 -0.21
C -2.441 2.705 5.228 -0.04
H -2.662 2.999 4.213 0.12
H -1.693 3.134 -1.851 0.11
H -0.786 0.308 6.937 0.12
H 4.524 1.603 -3.682 0.12
H 6.798 5.046 1.156 0.11
H -3.651 0.213 -4.274 0.10
H 4.654 -5.577 -4.289 0.11
H 4.000 2.343 -0.611 0.10
H -2.808 -0.620 0.160 0.06
H -0.890 -2.259 -2.573 -0.01
H -5.436 4.046 -3.700 0.11
H 4.206 2.735 3.639 0.12
H 1.732 -2.680 -3.147 0.11
H 3.852 0.108 -1.829 0.09
H -5.476 1.796 -4.712 0.11
H 2.913 -3.931 -4.899 0.11
H 5.987 4.417 3.398 0.11
H -3.063 0.895 -0.717 0.07
H -6.877 -1.989 1.014 0.11
H -3.534 4.717 -2.275 0.11
H -2.981 3.666 8.422 0.11
H 1.446 -0.258 -1.365 0.06
H -2.127 -4.703 -0.836 0.11
H 5.820 3.989 -0.845 0.11
H 0.088 3.396 4.718 0.12
H 5.292 0.222 0.683 0.12
H -2.407 -1.803 -3.372 0.02
H -4.560 -1.374 1.457 0.12
H -7.453 -4.312 0.411 0.11
H 2.197 3.815 3.141 0.12
H 0.368 -4.756 -1.774 0.13
H -0.874 -1.651 -4.237 0.03
H -3.902 -2.794 3.839 0.12
H 5.199 -5.959 -1.917 0.11
H -0.851 1.889 -4.911 0.09
H -3.516 4.331 6.099 0.11
H 3.919 2.998 -5.578 0.11
H 4.017 -4.703 -0.156 0.12
H 4.852 -2.163 -0.466 0.12
H -5.670 -6.017 0.289 0.11
H -0.148 3.190 -6.872 0.11
H 2.222 3.792 -7.180 0.11
H -2.240 0.927 0.852 0.08
H -3.167 -0.791 5.467 0.12
H -3.354 -5.433 0.782 0.11
H -1.618 1.645 8.833 0.11
```

Output
Spin multiplicity   6
Kohn-Sham gap (spin up / spin down)   4.64 / 4.67 eV
Charge   +1
Expectation value of S²   8.881
Lowest unoccupied orbital energy (spin up / spin down)   -3.4901 / -5.4107 eV
E_HOMO (spin up / spin down)   -8.133 / -10.081 eV

The following is a quantum chemistry calculation of C19H19NO6S in the gas phase, from OMol25.

XYZ file:
```
46
Properties=species:S:1:pos:R:3:lowdin_charge:R:1
S -1.947 2.498 0.195 1.25
O 3.095 1.803 1.484 0.02
O -0.996 -2.372 0.331 -0.01
O 0.223 3.773 0.654 0.03
O 0.760 -1.060 0.733 0.09
O 2.967 2.532 -1.271 0.00
O -4.557 3.105 -0.464 0.03
N 0.502 1.540 0.734 0.14
C 0.954 2.815 0.806 -0.41
C 3.934 -0.974 -1.484 -0.09
C -4.484 1.897 -0.354 -0.48
C 3.314 1.264 -0.874 -0.20
C 4.062 -1.308 -0.145 -0.09
C 3.095 3.490 -0.250 -0.10
C -3.506 -1.221 -0.359 -0.02
C -1.313 -0.028 0.264 -0.09
C -0.799 1.259 0.429 -0.40
C -0.947 -4.758 0.283 -0.06
C 2.455 2.978 1.053 -0.18
C -0.138 -3.498 0.525 -0.21
C -2.700 0.000 -0.069 -0.21
C 3.569 0.307 -1.848 0.00
C -3.180 1.289 -0.118 -0.37
C -0.426 -1.174 0.458 -0.40
C -5.716 1.029 -0.415 -0.01
C 3.403 0.914 0.474 -0.21
C 3.793 -0.370 0.831 -0.01
H 4.127 -1.711 -2.249 0.10
H 3.473 0.596 -2.883 0.12
H 0.708 -3.422 -0.167 0.13
H -0.319 -5.629 0.442 0.08
H 3.861 -0.610 1.880 0.13
H 4.359 -2.305 0.140 0.10
H 2.588 4.392 -0.596 0.14
H -1.790 -4.799 0.967 0.08
H -4.030 -1.550 0.539 0.10
H -5.716 0.293 0.383 0.08
H -2.860 -2.030 -0.681 0.07
H 0.258 -3.466 1.546 0.13
H -5.757 0.514 -1.373 0.09
H -6.593 1.667 -0.332 0.09
H 2.589 3.719 1.848 0.17
H 1.093 0.709 0.864 0.12
H -4.240 -1.025 -1.134 0.07
H 4.156 3.704 -0.061 0.15
H -1.324 -4.775 -0.736 0.08
```

Output
Kohn-Sham gap   8.67 eV
Lowest unoccupied orbital energy   0.2938 eV
E_HOMO   -8.374 eV
Structure (SMILES)   CCOC(=O)c1c(NC(=O)[C@@H]2COc3ccccc3O2)sc(C(C)=O)c1C

no.,E_tot (Ha)
1,-611.843393
2,-4851.879629
3,-1639.842531